# 1
Density functional theory data (ωB97M-V/def2-TZVPD) for a gas-phase ion, C6H13N2 (charge +1) at a distorted geometry.

Output
Gap between HOMO and LUMO ... 0.4145 hartree
Multiplicity ... 1
Electronic energy ... -345.5380 hartree
LUMO level ... -3.015 eV
SMILES ... C[C@@H]1N2C[C@H]2[N+]1(C)C
Charge ... +1
ΔE to the lowest compared entry with this formula, charge and spin ... 99.1 kcal/mol
Highest occupied orbital energy ... -14.29 eV

Element x y z (Å)
H -0.02 1.89 -2.51
C -1.99 -1.13 0.20
C -1.17 0.05 -0.05
H -2.91 -0.71 -0.15
H -1.76 -2.14 -0.21
H 0.95 1.87 0.89
H 2.33 0.87 1.40
H 0.55 -2.14 -0.18
C -0.15 1.54 -1.60
H 2.15 -1.42 0.13
N 0.60 0.00 0.30
H -2.15 -1.42 1.28
H 1.53 -0.05 -1.76
H -0.54 2.27 -0.93
H -1.61 0.85 0.39
N -0.82 0.26 -1.40
H 0.87 0.93 2.22
C 1.12 -1.32 0.45
C 0.63 0.35 -1.22
H 1.09 -1.49 1.51
C 1.28 0.96 1.24

Results of the natural (NBO) charge analysis, in e, for atoms 1 through 5: atom 1 (H): 0.23, atom 2 (C): -0.68, atom 3 (C): 0.26, atom 4 (H): 0.27, atom 5 (H): 0.26



# 2
Density functional theory data (ωB97M-V/def2-TZVPD) for a molecular structure, C18H32N3OPPdSi at a distorted geometry.

Output
Gap between HOMO and LUMO (spin up / spin down) ... 0.1636 / 0.2444 hartree
Multiplicity ... 5
Electronic energy ... -1703.0679 hartree
LUMO level (spin up / spin down) ... 0.605 / -0.325 eV
Charge ... 0
ΔE to the lowest compared entry with this formula, charge and spin ... 33.5 kcal/mol
Highest occupied orbital energy (spin up / spin down) ... -3.85 / -6.98 eV

Element x y z (Å)
C -1.51 -2.48 -0.04
H -3.04 0.37 -0.60
H -1.33 3.93 -0.71
C 2.68 1.64 1.61
H 1.87 -3.99 4.81
H 2.95 0.68 2.07
H -4.75 -4.78 -0.40
P 1.94 1.34 -0.04
H 1.56 -3.20 2.45
H -0.20 0.49 3.92
H -1.19 3.37 -3.95
C -2.94 -0.71 -0.45
H -2.73 2.79 -0.57
H 0.15 -0.30 6.27
H -0.37 2.08 -4.91
C 0.80 -1.25 3.03
H -2.15 2.15 -4.82
N -1.71 -1.15 -0.12
H -5.82 -3.43 -0.71
C 1.76 3.02 -0.74
H -2.41 3.97 0.73
C 1.28 -2.58 3.32
N -4.88 -3.78 -0.51
C -1.23 2.31 -4.27
H -2.33 -4.47 0.03
C 1.06 -2.17 5.69
H 3.59 2.26 1.50
C -1.94 3.32 -0.03
H -0.26 -0.54 -2.96
N 0.89 -0.87 1.77
H 1.98 2.16 2.28
H 1.38 2.93 -1.77
H -1.94 1.30 1.60
C -1.19 1.35 -3.13
H 3.64 -0.27 -0.59
C -4.04 -1.54 -0.59
H 1.21 -2.50 6.71
C -2.53 -3.41 -0.16
H 4.18 1.41 -0.93
C 3.35 0.70 -0.99
H -1.98 -0.62 -3.48
Pd 0.00 0.05 0.26
H -0.10 2.84 1.83
H 3.03 0.60 -2.03
H -0.72 -0.13 -4.63
H 2.76 3.48 -0.76
O -1.27 1.67 -1.93
H -5.04 -1.11 -0.75
Si -0.90 2.06 0.84
H 0.95 0.08 -1.13
C -1.03 -0.08 -3.58
H -0.48 -2.80 0.15
H 1.09 3.66 -0.15
C 1.44 -3.00 4.62
C 0.29 -0.47 4.13
C -3.83 -2.93 -0.44
C 0.47 -0.93 5.43

Results of the natural (NBO) charge analysis, in e, for atoms 1 through 5: atom 1 (C): 0.08, atom 2 (H): 0.22, atom 3 (H): 0.22, atom 4 (C): -0.98, atom 5 (H): 0.21



# 3
Density functional theory data (ωB97M-V/def2-TZVPD) for a molecular structure, C16H31N4O3PPtS3 at a distorted geometry.

Output
Gap between HOMO and LUMO (spin up / spin down) ... 0.2541 / 0.1923 hartree
Multiplicity ... 2
Electronic energy ... -2728.0139 hartree
LUMO level (spin up / spin down) ... -4.000 / -5.496 eV
Charge ... +1
Highest occupied orbital energy (spin up / spin down) ... -10.91 / -10.73 eV

Element x y z (Å)
S 1.53 -0.17 -1.03
C -3.14 0.34 0.38
C -2.19 2.34 -0.54
H -0.90 -4.18 -0.57
H 3.34 -4.69 -1.22
H 4.05 0.44 4.17
C 1.54 -1.87 -0.72
N -3.22 1.75 0.16
H 1.68 -2.79 7.14
C -3.88 2.52 1.20
H 2.71 1.95 5.74
H 0.49 -1.47 7.17
H 1.36 2.71 3.10
H -3.75 3.59 1.02
C 2.61 -2.68 -1.04
H -4.53 2.98 -1.35
H -3.05 -0.18 -0.57
H -0.33 2.17 -1.17
C 3.63 1.40 3.86
H 0.76 3.13 4.72
Pt -0.20 0.19 0.88
C 2.49 -4.06 -1.06
C 0.12 -3.83 -0.64
H 3.55 -2.21 -1.28
C -1.48 4.21 -1.94
N 0.30 -2.50 -0.34
H -1.81 5.24 -2.02
O -0.75 -1.77 0.02
S -0.93 0.96 3.23
H 1.32 -3.46 3.46
H -4.02 0.01 0.93
C 1.27 -1.95 6.58
S 1.76 -0.76 2.16
H -3.88 3.86 -2.74
H -2.23 0.06 0.99
H 2.07 -1.24 6.39
C 1.65 2.92 4.13
P 0.67 -0.14 3.78
H 2.05 -4.07 4.95
H 2.28 3.81 4.12
N -1.00 1.80 -0.51
H -0.54 4.19 -1.39
O 1.56 0.59 4.87
H -4.94 2.28 1.22
C 1.73 -3.17 4.42
H 1.03 -5.67 -1.12
N -2.49 3.45 -1.25
C 0.70 -2.45 5.27
H -4.17 4.71 -1.22
C 1.18 -4.62 -0.94
C 2.41 1.74 4.71
H -3.45 2.28 2.18
H -1.31 3.82 -2.95
H 2.61 -2.54 4.26
H 3.36 1.34 2.81
H 4.39 2.16 3.98
O 0.06 -1.36 4.55
H -0.15 -3.12 5.45
C -3.84 3.76 -1.65

Results of the natural (NBO) charge analysis, in e, for atoms 1 through 5: atom 1 (S): 0.06, atom 2 (C): -0.40, atom 3 (C): 0.65, atom 4 (H): 0.25, atom 5 (H): 0.24



# 4
Density functional theory data (ωB97M-V/def2-TZVPD) for 2 unconnected molecules or ions with the total composition ClH4N2OP at a distorted geometry.

Output
Gap between HOMO and LUMO ... 0.3535 hartree
Multiplicity ... 1
Electronic energy ... -988.6224 hartree
LUMO level ... -0.340 eV
SMILES ... [H]/N=P/N.OCl
Charge ... 0
ΔE to the lowest compared entry with this formula, charge and spin ... 105.8 kcal/mol
Highest occupied orbital energy ... -9.96 eV

Element x y z (Å)
H -0.10 1.19 0.18
P -1.52 -0.40 0.61
Cl 3.36 0.31 0.40
N -0.07 -0.99 0.36
H -0.08 -1.99 0.40
H 1.75 -1.18 -0.41
N -1.11 1.21 0.11
O 2.73 -1.02 -0.46
H -1.63 1.83 0.69

Results of the natural (NBO) charge analysis, in e, for atoms 1 through 5: atom 1 (H): 0.41, atom 2 (P): 1.20, atom 3 (Cl): 0.21, atom 4 (N): -1.21, atom 5 (H): 0.37



# 5
Density functional theory data (ωB97M-V/def2-TZVPD) for 2 unconnected molecules or ions with the total composition C5H13NO at a distorted geometry.

Output
Gap between HOMO and LUMO ... 0.3794 hartree
Multiplicity ... 1
Electronic energy ... -328.2471 hartree
LUMO level ... 0.866 eV
SMILES ... C/C=C/CNC.O
Charge ... 0
ΔE to the lowest compared entry with this formula, charge and spin ... 45.0 kcal/mol
Highest occupied orbital energy ... -9.46 eV

Element x y z (Å)
H -2.04 -0.05 1.03
O -1.41 2.09 3.20
H -1.81 1.28 2.88
C 0.37 -0.45 -1.12
H -1.74 -0.91 -0.97
H -0.76 2.22 2.49
H 3.19 1.04 -1.72
C 2.42 0.44 -2.21
C 1.07 0.59 -1.57
C -1.01 -0.20 -0.56
C -0.70 -1.49 1.50
N -1.04 -0.18 0.94
H 2.70 -0.61 -2.34
H -0.42 -2.23 0.75
H 0.78 1.59 -1.28
H 0.12 -1.39 2.20
H -1.29 0.80 -0.87
H -1.57 -1.95 1.98
H 2.31 0.82 -3.22
H 0.83 -1.42 -1.11

Results of the natural (NBO) charge analysis, in e, for atoms 1 through 5: atom 1 (H): 0.34, atom 2 (O): -0.94, atom 3 (H): 0.46, atom 4 (C): -0.22, atom 5 (H): 0.17



# 6
Density functional theory data (ωB97M-V/def2-TZVPD) for a molecular structure, C25H30CoIN4O2.

Output
Gap between HOMO and LUMO (spin up / spin down) ... 0.1817 / 0.2053 hartree
Multiplicity ... 5
Electronic energy ... -3020.0508 hartree
LUMO level (spin up / spin down) ... -6.439 / -8.261 eV
Charge ... +2
ΔE to the lowest compared entry with this formula, charge and spin ... 3.4 kcal/mol
Highest occupied orbital energy (spin up / spin down) ... -11.38 / -13.85 eV

Element x y z (Å)
C 1.39 -2.70 -1.69
N 1.72 -0.83 2.30
H -4.25 5.81 0.83
H 2.77 1.97 2.92
C -3.19 0.99 -1.37
H 2.25 2.71 0.18
C 1.86 -4.02 -1.74
H 0.36 0.25 -4.71
N -2.43 -0.06 -1.77
C -0.19 2.77 2.28
C -3.82 2.86 0.04
C 2.31 1.66 -0.07
C -0.28 -0.52 -4.28
C -1.66 1.81 0.49
H 2.76 -6.51 -1.71
H 0.43 -0.34 -2.23
C -2.59 -0.66 -3.08
H 2.85 -4.41 1.42
H -1.68 1.10 -3.92
C 0.80 -2.17 -2.86
O -0.83 0.88 0.23
N 0.32 -0.98 -3.02
H 2.53 -2.64 2.72
C 2.45 -3.93 0.53
H 4.06 -6.05 -0.61
C -1.71 0.03 -4.14
Co 1.03 0.55 0.94
C -4.54 4.88 1.34
C -3.55 3.82 1.04
H -1.63 -0.28 -1.20
C 2.07 -2.01 1.95
C 2.98 -6.06 -0.74
I 4.19 0.90 0.49
H 0.71 -2.83 -3.72
H 1.78 -4.56 -2.68
C -2.92 1.86 -0.29
H -0.15 3.51 3.08
H 1.94 0.98 5.21
H 2.56 -6.70 0.03
C 2.13 -0.48 3.68
N 0.79 1.94 2.22
H 2.18 1.47 -1.13
C -2.31 3.80 1.74
H 1.91 -1.32 4.35
C 1.51 0.79 4.22
C 1.48 -1.95 -0.48
H -0.27 -1.37 -4.96
H -2.18 -0.08 -5.12
H 3.22 -0.36 3.67
H -5.54 4.61 1.01
C 2.42 -4.66 -0.66
C -1.39 2.81 1.47
C 1.99 -2.63 0.65
H -3.63 -0.56 -3.37
H -4.08 1.18 -1.95
H -4.56 5.11 2.41
C 1.76 1.99 3.32
H -2.37 -1.72 -3.01
H 0.43 0.66 4.36
H -4.77 2.91 -0.49
H -2.11 4.54 2.50
H 1.64 2.92 3.88
O 1.07 -0.72 -0.45

Results of the natural (NBO) charge analysis, in e, for atoms 1 through 5: atom 1 (C): -0.28, atom 2 (N): -0.55, atom 3 (H): 0.27, atom 4 (H): 0.22, atom 5 (C): 0.02